Entry from OMol25: a structure of composition C11H15FeN2O3 at a distorted geometry (the ωB97M-V functional and the def2-TZVPD basis).

The geometry in XYZ format:
```
32
Properties=species:S:1:pos:R:3:lowdin_charge:R:1
O 2.261 -2.130 -0.418 0.0914
C 2.414 -1.110 -0.973 -0.1545
Fe 2.560 0.503 -1.650 0.1884
C 3.583 1.218 -0.426 -0.1595
O 4.357 1.562 0.376 0.1339
C 3.879 0.295 -2.787 -0.1402
O 4.920 0.288 -3.309 0.1357
C -1.502 0.783 -0.122 -0.0936
C -0.840 -0.069 -1.199 -0.1680
C 0.322 0.541 -1.970 -0.1127
C 0.840 1.826 -1.631 -0.1691
C 0.497 2.282 -0.290 -0.0511
C -0.788 1.932 0.237 -0.0377
H -2.567 0.649 0.086 0.1015
H -0.521 -0.974 -0.667 0.0662
H -1.645 -0.391 -1.883 0.1327
H 0.386 0.151 -2.993 0.1267
H 1.245 2.498 -2.431 0.1447
H 1.177 2.955 0.269 0.1225
H -1.259 2.670 0.923 0.1301
C -0.313 -1.441 1.901 -0.0169
N -1.596 -1.022 1.320 -0.2789
C -2.486 -0.500 2.364 -0.0376
N -2.224 -2.202 0.797 0.1618
H 0.100 -0.597 2.463 0.1114
H -0.442 -2.295 2.587 0.1242
H 0.378 -1.745 1.104 0.0737
H -1.910 0.200 2.977 0.1072
H -3.342 0.003 1.897 0.0983
H -2.856 -1.317 3.006 0.1173
H -3.060 -1.908 0.288 0.1303
H -1.570 -2.654 0.154 0.1217
```

Computed properties:
Max |F| (eV Å⁻¹): 5.56
Total charge: +1
2S+1: 5
LUMO energy (spin up / spin down) (eV): -2.734 / -7.226
Expectation value of S²: 6.055
DFT total energy (hartree): -2026.622490
ΔE to the lowest compared entry with this formula, charge and spin (eV): 0.000


Entry from OMol25: a structure of composition C11H15IN3OV at a distorted geometry (the ωB97M-V functional and the def2-TZVPD basis).

The geometry in XYZ format:
```
32
Properties=species:S:1:pos:R:3:lowdin_charge:R:1
V -1.216 -0.231 0.557 0.7908
N -1.761 -1.738 4.146 0.3272
C -1.418 -1.669 2.896 -0.3605
O -1.616 -0.653 2.148 -0.1092
C -0.740 -2.771 2.144 -0.0904
C -0.753 -2.357 0.685 -0.0557
H -2.198 -0.959 4.641 0.1829
H -1.602 -2.573 4.706 0.1834
H -1.257 -3.728 2.306 0.1666
H 0.287 -2.915 2.513 0.1623
H -1.693 -2.652 0.190 0.1059
H 0.107 -2.757 0.146 0.0992
I -3.065 0.128 -1.458 1.2702
C -1.023 -0.136 -2.159 -0.5980
C -0.619 -0.052 -3.475 -0.0271
C 0.720 -0.339 -3.744 0.0435
C 1.578 -0.672 -2.699 0.0327
C 1.083 -0.682 -1.402 -0.0701
N -0.207 -0.423 -1.144 -0.1826
H -1.306 0.213 -4.267 0.1371
H 1.082 -0.314 -4.765 0.1500
H 2.614 -0.925 -2.887 0.1436
H 1.717 -0.904 -0.546 0.1447
C 1.806 3.547 -0.603 -0.0324
C 1.054 3.477 0.741 -0.1455
C 0.428 2.237 0.871 -0.0186
N -0.044 1.173 0.851 0.1248
H 2.189 4.557 -0.719 0.1061
H 1.144 3.339 -1.441 0.0868
H 2.649 2.862 -0.621 0.0940
H 0.307 4.281 0.814 0.1683
H 1.752 3.635 1.576 0.1698
```

Computed properties:
Max |F| (eV Å⁻¹): 3.94
Total charge: +3
2S+1: 2
LUMO energy (spin up / spin down) (eV): -12.641 / -11.827
Expectation value of S²: 0.934
DFT total energy (hartree): -1908.288971


Entry from OMol25: a cluster of 2 separate species, C11H15N in total at a distorted geometry (the ωB97M-V functional and the def2-TZVPD basis).

The geometry in XYZ format:
```
27
Properties=species:S:1:pos:R:3:lowdin_charge:R:1
C -1.730 1.156 -2.581 -0.0452
C -1.629 -0.224 -2.007 -0.2296
C -1.892 -1.406 -2.632 -0.0603
N -1.946 -2.426 -1.700 0.0703
C -1.504 -1.941 -0.491 -0.2195
C -1.116 -2.678 0.622 -0.0261
C -0.689 -1.953 1.723 -0.0995
C -0.523 -0.568 1.615 -0.1153
C -0.829 0.141 0.476 -0.0325
C -1.320 -0.552 -0.638 -0.1329
H -2.786 1.427 -2.575 0.0786
H -1.350 1.164 -3.596 0.0730
H -1.242 1.947 -2.016 0.0702
H -2.209 -1.525 -3.656 0.1203
H -2.155 -3.373 -1.954 0.1465
H -0.968 -3.750 0.576 0.1072
H -0.692 -2.380 2.717 0.0981
H -0.313 0.030 2.493 0.0950
H -0.719 1.218 0.508 0.1039
C 2.725 2.534 1.578 -0.1803
C 3.726 1.386 1.742 -0.1657
H 2.341 2.519 0.555 0.0586
H 1.780 2.407 2.121 0.0516
H 3.135 3.495 1.881 0.0577
H 3.995 1.191 2.778 0.0588
H 4.639 1.642 1.206 0.0585
H 3.272 0.521 1.260 0.0587
```

Computed properties:
Max |F| (eV Å⁻¹): 1.18
SMILES: Cc1c[nH]c2ccccc12.CC
2S+1: 1
LUMO energy (eV): 0.944
DFT total energy (hartree): -482.891173
ΔE to the lowest compared entry with this formula, charge and spin (eV): 0.653


Entry from OMol25: a cluster of 2 separate species, C11H15N in total at a distorted geometry (the ωB97M-V functional and the def2-TZVPD basis).

The geometry in XYZ format:
```
27
Properties=species:S:1:pos:R:3:lowdin_charge:R:1
C -3.221 -0.671 -1.270 -0.0411
C -2.223 -1.629 -0.685 -0.2340
C -2.198 -2.993 -0.607 -0.0928
N -1.009 -3.513 -0.173 0.0832
C -0.287 -2.406 0.287 -0.1981
C 0.852 -2.458 1.128 -0.0210
C 1.257 -1.258 1.666 -0.1115
C 0.634 -0.065 1.305 -0.1115
C -0.479 -0.052 0.491 -0.0313
C -0.993 -1.240 -0.055 -0.1456
H -2.670 0.192 -1.643 0.0760
H -3.859 -0.306 -0.459 0.0811
H -3.796 -1.181 -2.047 0.0771
H -3.174 -3.427 -0.801 0.1247
H -0.984 -4.425 0.255 0.1476
H 1.165 -3.383 1.595 0.1048
H 2.105 -1.176 2.346 0.1017
H 1.058 0.891 1.568 0.0904
H -0.866 0.931 0.263 0.1034
C 2.088 4.103 0.142 -0.1506
C 2.539 3.023 -0.877 -0.1820
H 1.070 4.276 -0.231 0.0591
H 2.019 3.742 1.162 0.0520
H 2.768 4.945 0.005 0.0612
H 1.809 2.260 -1.133 0.0498
H 3.038 3.361 -1.787 0.0596
H 3.359 2.460 -0.446 0.0480
```

Computed properties:
Max |F| (eV Å⁻¹): 3.01
SMILES: Cc1c[nH]c2ccccc12.CC
2S+1: 1
LUMO energy (eV): 0.936
DFT total energy (hartree): -482.872986
ΔE to the lowest compared entry with this formula, charge and spin (eV): 1.148


Entry from OMol25: a cluster of 2 separate species, C11H15N in total at a distorted geometry (the ωB97M-V functional and the def2-TZVPD basis).

The geometry in XYZ format:
```
27
Properties=species:S:1:pos:R:3:lowdin_charge:R:1
C 2.888 -1.707 0.241 -0.0401
C 1.785 -0.799 -0.215 -0.2305
C 1.779 0.554 -0.234 -0.0711
N 0.559 1.061 -0.684 0.0776
C -0.158 -0.063 -1.097 -0.2316
C -1.389 -0.025 -1.741 -0.0323
C -1.917 -1.219 -2.164 -0.0838
C -1.315 -2.431 -1.714 -0.1002
C -0.171 -2.443 -0.971 -0.0306
C 0.497 -1.224 -0.694 -0.1312
H 2.761 -1.900 1.295 0.0748
H 3.883 -1.337 0.028 0.0745
H 2.770 -2.665 -0.261 0.0726
H 2.624 1.174 0.020 0.1200
H 0.491 1.882 -1.259 0.1437
H -1.869 0.941 -1.791 0.1076
H -2.816 -1.342 -2.733 0.0918
H -1.691 -3.298 -2.222 0.0923
H 0.243 -3.284 -0.421 0.1096
C -0.568 2.059 2.617 -0.1495
C -1.625 2.365 1.552 -0.1799
H -1.031 1.378 3.307 0.0562
H 0.414 1.784 2.255 0.0451
H -0.397 2.983 3.173 0.0594
H -2.334 1.584 1.311 0.0564
H -2.188 3.268 1.813 0.0590
H -1.226 2.705 0.590 0.0403
```

Computed properties:
Max |F| (eV Å⁻¹): 2.00
SMILES: Cc1c[nH]c2ccccc12.CC
2S+1: 1
LUMO energy (eV): 0.921
DFT total energy (hartree): -482.882297
ΔE to the lowest compared entry with this formula, charge and spin (eV): 0.895


Entry from OMol25: a cluster of 2 separate species, C11H15N in total at a distorted geometry (the ωB97M-V functional and the def2-TZVPD basis).

The geometry in XYZ format:
```
27
Properties=species:S:1:pos:R:3:lowdin_charge:R:1
C 1.821 2.090 0.196 -0.0418
C 0.463 1.419 0.132 -0.2386
C -0.521 1.858 -0.701 -0.0770
N -1.664 1.109 -0.529 0.0788
C -1.406 0.144 0.411 -0.2236
C -2.226 -0.901 0.835 -0.0287
C -1.683 -1.827 1.687 -0.0978
C -0.346 -1.713 2.135 -0.0986
C 0.447 -0.671 1.718 -0.0341
C -0.093 0.318 0.874 -0.1399
H 2.294 1.894 1.163 0.0731
H 1.598 3.164 0.245 0.0779
H 2.489 1.796 -0.610 0.0679
H -0.526 2.781 -1.252 0.1219
H -2.577 1.320 -0.897 0.1528
H -3.248 -0.970 0.497 0.1050
H -2.232 -2.687 2.051 0.0976
H 0.063 -2.464 2.785 0.0919
H 1.447 -0.555 2.106 0.1062
C 1.488 -0.664 -3.166 -0.1618
C 2.345 -1.197 -2.007 -0.1500
H 2.049 -0.505 -4.096 0.0598
H 0.721 -1.382 -3.434 0.0553
H 1.057 0.303 -2.905 0.0461
H 3.394 -1.007 -2.220 0.0591
H 2.023 -0.710 -1.095 0.0347
H 2.209 -2.278 -1.923 0.0638
```

Computed properties:
Max |F| (eV Å⁻¹): 1.41
SMILES: Cc1c[nH]c2ccccc12.CC
2S+1: 1
LUMO energy (eV): 0.956
DFT total energy (hartree): -482.902110
ΔE to the lowest compared entry with this formula, charge and spin (eV): 0.356


Entry from OMol25: a cluster of 2 separate species, C11H15N in total at a distorted geometry (the ωB97M-V functional and the def2-TZVPD basis).

The geometry in XYZ format:
```
27
Properties=species:S:1:pos:R:3:lowdin_charge:R:1
C -0.640 1.763 2.266 -0.0455
C -0.844 1.330 0.851 -0.2518
C -2.040 1.336 0.200 -0.0473
N -1.897 0.679 -1.036 0.0742
C -0.595 0.320 -1.163 -0.2332
C 0.061 -0.401 -2.173 -0.0265
C 1.435 -0.482 -2.144 -0.1001
C 2.191 0.006 -1.056 -0.1019
C 1.544 0.667 -0.030 -0.0475
C 0.143 0.787 -0.038 -0.1393
H -1.426 2.472 2.517 0.0765
H 0.314 2.309 2.343 0.0779
H -0.467 0.952 2.971 0.0716
H -2.936 1.906 0.379 0.1184
H -2.556 0.908 -1.754 0.1443
H -0.491 -0.956 -2.921 0.1055
H 1.861 -1.157 -2.876 0.0967
H 3.249 -0.191 -1.008 0.0967
H 2.136 0.955 0.829 0.1087
C -0.358 -2.267 1.607 -0.1702
C 1.088 -2.590 1.294 -0.1497
H -0.917 -3.194 1.795 0.0627
H -0.510 -1.766 2.582 0.0618
H -1.018 -1.662 0.999 0.0481
H 1.676 -1.687 1.195 0.0386
H 1.112 -3.180 0.376 0.0665
H 1.546 -3.255 2.028 0.0650
```

Computed properties:
Max |F| (eV Å⁻¹): 2.63
SMILES: Cc1c[nH]c2ccccc12.CC
2S+1: 1
LUMO energy (eV): 0.954
DFT total energy (hartree): -482.889130
ΔE to the lowest compared entry with this formula, charge and spin (eV): 0.709


Entry from OMol25: a cluster of 2 separate species, C11H15N in total at a distorted geometry (the ωB97M-V functional and the def2-TZVPD basis).

The geometry in XYZ format:
```
27
Properties=species:S:1:pos:R:3:lowdin_charge:R:1
C -2.548 -1.495 0.599 -0.0512
C -1.419 -0.630 1.087 -0.2266
C -1.659 0.414 1.923 -0.0703
N -0.515 1.158 2.109 0.0719
C 0.452 0.670 1.262 -0.2244
C 1.750 1.153 1.086 -0.0203
C 2.590 0.350 0.340 -0.1005
C 2.112 -0.786 -0.337 -0.1151
C 0.812 -1.218 -0.173 -0.0384
C -0.039 -0.524 0.709 -0.1402
H -2.857 -2.183 1.393 0.0760
H -2.359 -2.054 -0.313 0.0682
H -3.420 -0.897 0.324 0.0747
H -2.600 0.749 2.344 0.1261
H -0.299 1.831 2.821 0.1493
H 2.009 2.136 1.456 0.1074
H 3.585 0.681 0.090 0.0942
H 2.756 -1.436 -0.922 0.1004
H 0.558 -2.246 -0.428 0.1138
C 0.395 0.671 -3.518 -0.1579
C -1.061 0.309 -3.217 -0.1620
H 0.999 0.701 -2.613 0.0393
H 0.829 -0.027 -4.223 0.0595
H 0.515 1.716 -3.813 0.0609
H -1.725 1.129 -3.491 0.0578
H -1.271 0.314 -2.138 0.0463
H -1.361 -0.686 -3.537 0.0610
```

Computed properties:
Max |F| (eV Å⁻¹): 1.58
SMILES: Cc1c[nH]c2ccccc12.CC
2S+1: 1
LUMO energy (eV): 0.949
DFT total energy (hartree): -482.885273
ΔE to the lowest compared entry with this formula, charge and spin (eV): 0.814


Entry from OMol25: a cluster of 2 separate species, C11H15N in total at a distorted geometry (the ωB97M-V functional and the def2-TZVPD basis).

The geometry in XYZ format:
```
27
Properties=species:S:1:pos:R:3:lowdin_charge:R:1
C -0.523 -2.487 -0.409 0.0118
C -1.449 0.738 1.214 -0.1726
C -0.613 -0.404 1.042 -0.0908
C -1.142 -1.081 -0.123 -0.1396
C -2.227 -0.346 -0.623 0.0363
C -1.248 1.711 2.238 0.0252
C -0.275 1.527 3.201 -0.0034
C 0.344 -0.623 2.163 0.0472
C 0.569 0.352 3.133 -0.0319
N -2.377 0.760 0.153 0.1236
H -3.105 1.544 0.109 0.2189
H -2.045 2.486 2.298 0.1347
H -2.556 -0.604 -1.713 0.1955
H -0.232 2.058 4.101 0.1041
H 0.969 -1.527 2.136 0.1221
H -1.103 -3.233 0.167 0.1125
H 0.518 -2.304 -0.187 0.0682
H 1.445 0.367 3.775 0.1173
H -0.596 -2.614 -1.494 0.0877
C 2.540 0.878 -2.817 -0.1955
C 1.416 0.036 -2.465 -0.2131
H 2.646 0.975 -3.881 0.0602
H 2.451 1.939 -2.605 0.0743
H 3.496 0.406 -2.487 0.0918
H 1.640 -0.910 -1.856 0.0851
H 0.820 0.355 -1.677 -0.0035
H 0.635 0.004 -3.395 0.1340
```

Computed properties:
Max |F| (eV Å⁻¹): 4.63
Total charge: +1
2S+1: 2
LUMO energy (spin up / spin down) (eV): -3.879 / -7.199
Expectation value of S²: 0.778
DFT total energy (hartree): -482.545235
ΔE to the lowest compared entry with this formula, charge and spin (eV): 2.482


Entry from OMol25: a cluster of 2 separate species, C11H15N2 in total at a distorted geometry (the ωB97M-V functional and the def2-TZVPD basis).

The geometry in XYZ format:
```
28
Properties=species:S:1:pos:R:3:lowdin_charge:R:1
C -1.696 1.935 -2.542 -0.0790
C -1.193 0.670 -2.277 -0.1291
C 0.083 2.048 -1.317 -0.1739
C -1.271 0.720 1.743 -0.0319
C -2.039 -0.245 1.023 0.0172
C 0.087 0.828 1.675 -0.0177
C -1.433 -1.026 0.103 -0.0607
C 0.805 -0.187 0.904 -0.2823
C -0.049 -1.089 0.063 -0.1687
C 1.695 -0.865 2.066 0.0117
C 0.686 -2.027 -0.809 0.0046
N -0.795 2.805 -2.067 0.0821
N -0.112 0.796 -1.479 0.0212
H -2.455 2.418 -3.224 0.1466
H -1.646 -0.306 -2.281 0.1003
H 0.947 2.364 -0.769 0.1269
H -1.892 1.333 2.419 0.1259
H -3.143 -0.197 1.207 0.1531
H 0.677 1.332 2.443 0.1346
H -2.199 -1.650 -0.300 0.1309
H 1.658 0.229 0.308 0.1749
H 1.084 -1.492 2.725 0.1072
H 2.062 -0.063 2.652 0.0670
H 2.544 -1.414 1.831 0.0627
H 0.405 -3.026 -0.707 0.0775
H 1.771 -1.975 -0.544 0.1064
H 0.574 -1.606 -1.885 0.1405
H -0.863 3.793 -1.998 0.1519
```

Computed properties:
Max |F| (eV Å⁻¹): 3.24
Total charge: +1
2S+1: 1
LUMO energy (eV): -5.209
DFT total energy (hartree): -537.324985
ΔE to the lowest compared entry with this formula, charge and spin (eV): 2.382


Entry from OMol25: an isolated molecule of C11H15NO at a distorted geometry (the ωB97M-V functional and the def2-TZVPD basis).

The geometry in XYZ format:
```
28
Properties=species:S:1:pos:R:3:lowdin_charge:R:1
C -3.195 -2.259 0.119 -0.0183
O -1.875 -1.591 0.278 -0.1272
C -1.775 -0.315 0.032 -0.2673
C -2.718 0.776 0.081 -0.0287
C -2.262 2.147 -0.156 -0.0946
C -0.873 2.386 -0.160 -0.0585
C 0.078 1.241 -0.138 -0.1875
C -0.295 -0.058 -0.187 -0.1246
C 0.693 -1.159 0.111 -0.0589
C 2.258 -0.447 -0.220 -0.3503
N 3.328 -1.679 -0.259 -0.0794
C 2.533 0.561 0.882 -0.1260
C 1.548 1.628 0.116 -0.1621
H -3.516 -1.931 -0.970 0.1196
H -3.233 -3.330 -0.089 0.0746
H -3.825 -1.749 0.971 0.1275
H -3.773 0.383 -0.102 0.1031
H -3.021 2.952 -0.137 0.0987
H -0.525 3.483 -0.285 0.1239
H 0.643 -1.585 1.241 0.1649
H 0.746 -1.992 -0.588 0.0871
H 2.113 0.134 -1.254 0.1469
H 4.325 -1.116 -0.396 0.0850
H 3.355 -2.293 -1.349 0.1432
H 3.555 1.134 0.872 0.1396
H 2.205 0.251 1.811 0.0702
H 1.335 2.690 0.533 0.1208
H 2.169 1.740 -0.757 0.0781
```

Computed properties:
Max |F| (eV Å⁻¹): 5.24
SMILES: COc1cccc2c1C[C@H](N)CC2
2S+1: 1
LUMO energy (eV): 0.798
DFT total energy (hartree): -557.935945
ΔE to the lowest compared entry with this formula, charge and spin (eV): 5.712


Entry from OMol25: an isolated molecule of C11H15NO at a distorted geometry (the ωB97M-V functional and the def2-TZVPD basis).

The geometry in XYZ format:
```
28
Properties=species:S:1:pos:R:3:lowdin_charge:R:1
C -1.267 -3.289 0.025 -0.0181
C -1.032 -2.401 -0.888 -0.1167
C -0.614 -1.817 -2.027 -0.3510
C -0.365 -2.670 -3.242 -0.0209
N -0.535 -0.487 -2.250 0.0972
C -0.450 0.548 -1.292 -0.4000
O -0.304 1.687 -1.674 0.0866
C -0.407 0.028 0.164 -0.0257
C -0.121 1.230 1.011 -0.0687
C 0.045 1.883 2.133 -0.1824
C -0.379 1.946 3.579 -0.0311
C 0.828 2.409 1.037 -0.2800
C 2.313 2.211 1.032 -0.0636
H -0.396 -3.801 0.419 0.0593
H -2.350 -3.496 0.414 0.1003
H -1.153 -2.545 -3.936 0.0680
H -0.405 -3.715 -2.930 0.0910
H 0.525 -2.310 -3.754 0.0867
H -0.261 -0.244 -3.238 0.1768
H -1.258 -0.650 0.292 0.1047
H 0.443 -0.601 0.135 0.1174
H -1.245 2.786 3.617 0.1322
H -0.609 1.031 3.999 0.0341
H 0.458 2.430 4.124 0.0742
H 0.559 3.219 0.328 0.1235
H 2.834 3.112 0.671 0.0791
H 2.684 2.001 2.002 0.0637
H 2.462 1.505 0.251 0.0633
```

Computed properties:
Max |F| (eV Å⁻¹): 5.31
SMILES: C=C=C(C)NC(=O)CC1=C(C)[C@H]1C
2S+1: 1
LUMO energy (eV): 0.714
DFT total energy (hartree): -557.958093
ΔE to the lowest compared entry with this formula, charge and spin (eV): 5.109